Arrangement P

{"formula": "C48H109N14O14", "method": "ωB97M-V/def2-TZVPD", "total_charge": -1, "lumo_energy_ev": 1.23, "species": ["C", "C", "C", "C", "C", "C", "N", "O", "C", "C", "C", "H", "H", "H", "H", "H", "H", "H", "H", "H", "H", "H", "H", "H", "H", "H", "H", "H", "H", "C", "C", "O", "N", "C", "H", "H", "H", "H", "H", "H", "H", "C", "C", "O", "N", "C", "H", "H", "H", "H", "H", "H", "H", "C", "C", "O", "N", "C", "H", "H", "H", "H", "H", "H", "H", "C", "C", "O", "N", "C", "H", "H", "H", "H", "H", "H", "H", "C", "C", "O", "N", "C", "H", "H", "H", "H", "H", "H", "H", "C", "C", "O", "N", "C", "H", "H", "H", "H", "H", "H", "H", "C", "C", "O", "N", "C", "H", "H", "H", "H", "H", "H", "H", "C", "C", "O", "N", "C", "H", "H", "H", "H", "H", "H", "H", "C", "C", "O", "N", "C", "H", "H", "H", "H", "H", "H", "H", "C", "C", "O", "N", "C", "H", "H", "H", "H", "H", "H", "H", "C", "C", "O", "N", "C", "H", "H", "H", "H", "H", "H", "H", "C", "C", "O", "N", "C", "H", "H", "H", "H", "H", "H", "H", "C", "C", "O", "N", "C", "H", "H", "H", "H", "H", "H", "H"], "coordinates": [[10.73881, 4.68607, 22.03289], [11.22951, 5.99659, 21.26834], [12.05574, 5.43747, 20.06294], [12.27111, 6.36833, 18.89385], [10.87690, 6.85659, 18.43891], [10.11677, 7.62235, 19.57082], [10.01981, 6.71640, 20.75524], [9.17084, 7.22680, 21.79510], [8.67374, 7.91916, 19.04915], [10.84242, 8.95701, 19.73017], [12.22457, 6.79909, 22.12758], [11.52493, 4.01093, 22.37098], [9.98669, 4.07057, 21.53936], [10.30598, 5.04206, 22.96779], [11.67430, 4.48762, 19.68825], [13.04046, 5.04057, 20.30969], [12.93963, 5.82177, 18.22868], [12.80163, 7.28406, 19.15477], [10.24457, 6.05727, 18.05246], [11.00878, 7.50708, 17.57428], [8.04666, 7.05075, 18.84735], [8.65441, 8.52986, 18.14650], [8.11039, 8.44567, 19.81955], [10.75554, 9.54054, 18.81363], [11.82997, 8.96996, 20.19133], [10.26909, 9.58599, 20.41119], [12.93974, 6.09965, 22.56049], [11.69095, 7.40071, 22.86338], [12.79769, 7.50681, 21.52860], [1.59682, 5.14520, 15.51472], [0.82800, 3.83663, 15.61631], [0.43973, 3.21367, 14.64257], [0.64665, 3.32709, 16.84302], [-0.22038, 2.13398, 17.05543], [2.54625, 4.98189, 15.00481], [1.82235, 5.38785, 16.55316], [1.02958, 5.90379, 14.97540], [1.16843, 3.69520, 17.62555], [-1.06809, 2.03284, 16.37775], [-0.69996, 2.17481, 18.03341], [0.42971, 1.26769, 16.93284], [21.41654, 12.47116, 22.68386], [20.79899, 11.21684, 23.24193], [20.27347, 11.12691, 24.34774], [20.87589, 10.16916, 22.40212], [20.30312, 8.86699, 22.62729], [21.24697, 12.57147, 21.61182], [22.47465, 12.52275, 22.94048], [20.91501, 13.34574, 23.09820], [21.18578, 10.36934, 21.46191], [19.45656, 9.03055, 23.29413], [21.04309, 8.26668, 23.15660], [20.14060, 8.40653, 21.65278], [3.83595, 4.20754, 22.17114], [2.77366, 5.26189, 21.94914], [1.63205, 4.87413, 21.85356], [3.12772, 6.55293, 21.90243], [2.26491, 7.67763, 21.68434], [4.65385, 4.57437, 22.79128], [4.28884, 3.97667, 21.20693], [3.35819, 3.27987, 22.48621], [4.09554, 6.69669, 22.15296], [2.72032, 8.31279, 20.92455], [2.21232, 8.42311, 22.47781], [1.25474, 7.35497, 21.43230], [22.37908, 1.60129, 21.71712], [20.94245, 1.53181, 22.31497], [20.78915, 1.58492, 23.53155], [19.93167, 1.40464, 21.43263], [18.52739, 1.18352, 21.98093], [22.83973, 2.58358, 21.82207], [22.41806, 1.48931, 20.63359], [22.98694, 0.89070, 22.27716], [20.14434, 1.14775, 20.47929], [18.09257, 2.06368, 22.45457], [18.53481, 0.33071, 22.65972], [17.90933, 0.91024, 21.12570], [12.01288, 0.92578, 13.25039], [12.43312, -0.04028, 12.18961], [12.52216, -1.22689, 12.47063], [12.67556, 0.49887, 10.99181], [13.16550, -0.28341, 9.87157], [12.74567, 0.86371, 14.05491], [11.04267, 0.62631, 13.64676], [11.93989, 1.95241, 12.89149], [12.33812, 1.42290, 10.76291], [14.20441, -0.12336, 9.58325], [12.57687, 0.01379, 9.00365], [13.12724, -1.36525, 9.99911], [19.41033, 9.91025, 30.30103], [17.96744, 9.63159, 30.05453], [17.34443, 9.06171, 30.92202], [17.39857, 10.07356, 28.95409], [16.05274, 9.75705, 28.47097], [19.86488, 9.32212, 31.09826], [19.53554, 10.92773, 30.67138], [19.98379, 9.82475, 29.37802], [18.05030, 10.59122, 28.38192], [15.90573, 10.22574, 27.49793], [15.31572, 10.13424, 29.17994], [16.04359, 8.67513, 28.33887], [9.47521, 17.57774, 19.77202], [9.26207, 18.80398, 20.64522], [9.22713, 18.69904, 21.86758], [9.08645, 20.02036, 20.18537], [9.10477, 20.48344, 18.82701], [9.82445, 17.87548, 18.78334], [8.59467, 16.93591, 19.74357], [10.26733, 16.99542, 20.24272], [8.78710, 20.63916, 20.92535], [9.93288, 20.10822, 18.22573], [9.25726, 21.56152, 18.87802], [8.13565, 20.35289, 18.34548], [4.49790, 8.11688, 27.36433], [4.78050, 6.74453, 28.01399], [4.16258, 6.33108, 29.00167], [5.76156, 6.11832, 27.40632], [6.36979, 4.86015, 27.91654], [4.43910, 8.83117, 28.18557], [3.51483, 8.06670, 26.89619], [5.35474, 8.44186, 26.77416], [6.07253, 6.36951, 26.47879], [7.44121, 4.99209, 28.06731], [6.19127, 4.05681, 27.20178], [6.03231, 4.58131, 28.91477], [14.83492, 16.56424, 17.12046], [14.86789, 15.07670, 16.96123], [14.02266, 14.56118, 16.29664], [15.81451, 14.43068, 17.63561], [16.20100, 13.06137, 17.53228], [14.71440, 16.85586, 18.16379], [14.10038, 16.93206, 16.40404], [15.80293, 16.93096, 16.77904], [16.34100, 14.97871, 18.30087], [15.28226, 12.50549, 17.71940], [16.96932, 12.68807, 18.20936], [16.49916, 12.89318, 16.49743], [15.50818, 0.62988, 29.66048], [16.73650, 0.50925, 28.71990], [17.28812, -0.54298, 28.56123], [17.24918, 1.56895, 28.19212], [16.79042, 2.93585, 28.41356], [14.71781, 1.00709, 29.01154], [15.73559, 1.41133, 30.38555], [15.24137, -0.29559, 30.17078], [18.02277, 1.42620, 27.55865], [17.12690, 3.62791, 27.64159], [17.27148, 3.31599, 29.31476], [15.70964, 2.96844, 28.55120], [9.20072, 12.68036, 25.19181], [8.01132, 13.41738, 24.72378], [7.63357, 14.40292, 25.30423], [7.26642, 12.86389, 23.78226], [6.00218, 13.29423, 23.17616], [8.97707, 11.64504, 25.44909], [9.54387, 13.16368, 26.10655], [9.98947, 12.79237, 24.44789], [7.62789, 11.96650, 23.49220], [5.08784, 13.13068, 23.74654], [5.83244, 12.89127, 22.17770], [6.06326, 14.38182, 23.13760], [9.86972, 11.78394, 12.26503], [8.59582, 12.56394, 12.61223], [7.62054, 12.46647, 11.84360], [8.57960, 13.20212, 13.75953], [7.52328, 14.00436, 14.22903], [10.58116, 12.07382, 13.03829], [10.31745, 12.05533, 11.30902], [9.77546, 10.69884, 12.30725], [9.48254, 13.29954, 14.20148], [7.84748, 15.04502, 14.22423], [7.40821, 13.72282, 15.27572], [6.60421, 13.95242, 13.64532], [11.89888, -2.87387, 24.32448], [12.00381, -2.72064, 22.82428], [13.06852, -2.99474, 22.25924], [10.92096, -2.26683, 22.23356], [10.78476, -1.97758, 20.85356], [11.74191, -1.88184, 24.74797], [12.83961, -3.09971, 24.82660], [11.13487, -3.51661, 24.76184], [10.07000, -2.21068, 22.77468], [10.81349, -2.86743, 20.22472], [11.56045, -1.28425, 20.52841], [9.80462, -1.55038, 20.64160]], "lowdin_charge": [-0.062, -0.473, -0.190, -0.198, -0.157, -0.503, -0.203, -0.367, -0.065, -0.066, -0.055, 0.057, 0.067, 0.055, 0.103, 0.100, 0.098, 0.088, 0.104, 0.096, 0.070, 0.063, 0.057, 0.069, 0.059, 0.066, 0.067, 0.068, 0.053, 0.005, -0.579, 0.024, 0.004, -0.056, 0.083, 0.066, 0.085, 0.129, 0.080, 0.076, 0.081, -0.010, -0.564, 0.031, -0.023, -0.063, 0.073, 0.086, 0.083, 0.127, 0.088, 0.084, 0.088, -0.002, -0.585, 0.028, 0.008, -0.076, 0.077, 0.083, 0.083, 0.141, 0.079, 0.076, 0.087, -0.007, -0.559, 0.024, 0.012, -0.039, 0.072, 0.060, 0.078, 0.122, 0.081, 0.081, 0.074, -0.007, -0.586, 0.037, 0.008, -0.076, 0.090, 0.088, 0.072, 0.135, 0.075, 0.079, 0.084, -0.012, -0.621, 0.041, -0.002, -0.044, 0.085, 0.083, 0.077, 0.134, 0.084, 0.087, 0.088, 0.013, -0.573, 0.015, 0.001, -0.087, 0.061, 0.089, 0.085, 0.149, 0.083, 0.081, 0.083, -0.002, -0.576, 0.012, 0.010, -0.046, 0.077, 0.080, 0.071, 0.139, 0.076, 0.079, 0.079, -0.009, -0.620, 0.070, -0.015, -0.074, 0.084, 0.085, 0.078, 0.136, 0.090, 0.087, 0.088, 0.006, -0.619, 0.039, 0.015, -0.067, 0.075, 0.072, 0.081, 0.153, 0.085, 0.082, 0.078, -0.007, -0.625, 0.048, 0.009, -0.060, 0.088, 0.085, 0.089, 0.134, 0.076, 0.080, 0.079, 0.002, -0.547, 0.000, -0.012, -0.075, 0.061, 0.080, 0.084, 0.142, 0.084, 0.089, 0.094, -0.017, -0.568, 0.029, -0.008, -0.081, 0.078, 0.080, 0.076, 0.143, 0.087, 0.094, 0.087]}

=====

Arrangement Q

{"formula": "C48H109N14O14", "method": "ωB97M-V/def2-TZVPD", "total_charge": -1, "lumo_energy_ev": 1.08, "species": ["C", "C", "C", "C", "C", "C", "N", "O", "C", "C", "C", "H", "H", "H", "H", "H", "H", "H", "H", "H", "H", "H", "H", "H", "H", "H", "H", "H", "H", "C", "C", "O", "N", "C", "H", "H", "H", "H", "H", "H", "H", "C", "C", "O", "N", "C", "H", "H", "H", "H", "H", "H", "H", "C", "C", "O", "N", "C", "H", "H", "H", "H", "H", "H", "H", "C", "C", "O", "N", "C", "H", "H", "H", "H", "H", "H", "H", "C", "C", "O", "N", "C", "H", "H", "H", "H", "H", "H", "H", "C", "C", "O", "N", "C", "H", "H", "H", "H", "H", "H", "H", "C", "C", "O", "N", "C", "H", "H", "H", "H", "H", "H", "H", "C", "C", "O", "N", "C", "H", "H", "H", "H", "H", "H", "H", "C", "C", "O", "N", "C", "H", "H", "H", "H", "H", "H", "H", "C", "C", "O", "N", "C", "H", "H", "H", "H", "H", "H", "H", "C", "C", "O", "N", "C", "H", "H", "H", "H", "H", "H", "H", "C", "C", "O", "N", "C", "H", "H", "H", "H", "H", "H", "H", "C", "C", "O", "N", "C", "H", "H", "H", "H", "H", "H", "H"], "coordinates": [[-0.57884, -2.75665, 1.73446], [-0.52102, -1.26469, 1.26282], [-0.33097, -0.43480, 2.58091], [-0.23999, 1.05126, 2.34522], [0.83617, 1.28706, 1.30081], [0.80332, 0.53645, -0.02716], [0.60615, -0.89550, 0.35286], [0.74381, -1.86713, -0.69535], [2.21140, 0.62930, -0.63949], [-0.23827, 1.15447, -0.98707], [-1.92354, -0.89322, 0.75246], [-0.81780, -3.40089, 0.89092], [-1.26367, -2.79473, 2.58159], [0.42395, -3.01972, 2.07931], [0.56904, -0.77465, 3.10537], [-1.06844, -0.64726, 3.36509], [-0.03004, 1.54692, 3.30069], [-1.17824, 1.57835, 2.14770], [1.83989, 1.22393, 1.72571], [0.72289, 2.34552, 1.02928], [2.47294, 1.66658, -0.87648], [2.25800, 0.12637, -1.60547], [2.99434, 0.28287, 0.03557], [-0.95075, 1.82014, -0.49912], [-0.67200, 0.49887, -1.73609], [0.39594, 1.84902, -1.54944], [-2.77766, -1.09475, 1.40023], [-2.01614, -1.29371, -0.25898], [-1.93610, 0.18838, 0.60243], [1.87659, -3.44151, 1.10020], [3.07262, -3.38956, 0.20558], [4.08556, -4.04067, 0.46236], [2.97724, -2.62624, -0.89385], [3.96835, -2.42638, -1.94486], [1.76892, -4.45069, 1.49921], [0.93604, -3.18215, 0.61131], [2.04186, -2.80848, 1.97395], [2.05128, -2.21252, -0.99944], [4.46284, -3.35237, -2.23436], [4.73437, -1.74832, -1.56205], [3.47842, -1.92555, -2.77744], [0.42327, 4.02425, 3.07779], [0.46381, 5.54253, 3.23430], [0.11179, 6.27170, 2.30840], [0.82902, 5.99918, 4.43787], [0.73023, 7.35688, 4.91479], [0.23970, 3.53573, 4.03451], [1.41170, 3.72136, 2.72944], [-0.34707, 3.79784, 2.34540], [0.99766, 5.29144, 5.13376], [1.72491, 7.68505, 5.22465], [0.02196, 7.49325, 5.73024], [0.50269, 8.05853, 4.11414], [0.24144, -5.82072, 3.23341], [1.37698, -5.42655, 4.18091], [2.50677, -5.84079, 3.97727], [1.10903, -4.75925, 5.32059], [-0.07899, -4.00844, 5.63128], [0.54388, -5.89337, 2.19359], [-0.50642, -5.03595, 3.34304], [-0.10378, -6.78742, 3.59977], [1.87985, -4.57185, 5.94072], [-0.96852, -4.63989, 5.67033], [-0.27049, -3.22309, 4.89108], [-0.03614, -3.40665, 6.53826], [1.47725, -3.89295, -3.65686], [0.90107, -5.06620, -2.89978], [0.96146, -6.20141, -3.35877], [0.40506, -4.79216, -1.69507], [-0.03533, -5.72793, -0.68743], [0.72093, -3.34706, -4.22295], [2.21517, -4.23755, -4.38048], [2.00792, -3.14973, -3.05825], [0.48750, -3.81508, -1.41450], [0.80224, -5.89006, -0.00575], [-0.29430, -6.66783, -1.17245], [-0.89471, -5.36291, -0.12676], [5.85212, -1.46290, -4.95614], [5.19399, -0.12506, -4.66905], [4.66373, 0.53040, -5.54908], [5.25468, 0.30065, -3.38932], [4.68259, 1.52558, -2.82934], [5.24058, -2.07484, -5.61336], [5.99367, -1.99936, -4.01475], [6.86947, -1.31417, -5.31757], [5.84410, -0.19278, -2.74002], [5.36462, 2.14691, -2.24264], [3.94938, 1.22168, -2.08212], [4.35016, 2.25647, -3.56246], [-3.50558, -6.72510, -2.20356], [-4.00568, -6.38132, -0.80894], [-4.56962, -7.22495, -0.12011], [-3.93753, -5.10080, -0.42021], [-3.45451, -3.94532, -1.18269], [-4.45095, -6.79521, -2.74637], [-2.97214, -7.67161, -2.18405], [-2.92212, -5.96094, -2.71417], [-4.42901, -4.88953, 0.43819], [-3.76157, -3.08725, -0.58483], [-3.97346, -3.90010, -2.13963], [-2.37202, -3.86218, -1.28691], [-7.46167, 2.33271, 3.63068], [-6.23142, 1.57492, 3.23457], [-6.23380, 0.87697, 2.23676], [-5.16631, 1.76418, 4.03957], [-3.82161, 1.29406, 3.74381], [-7.29195, 3.16990, 4.31218], [-8.17062, 1.71583, 4.18835], [-8.03672, 2.73666, 2.79993], [-5.27299, 2.39580, 4.81373], [-3.58130, 1.15939, 2.69043], [-3.75222, 0.32216, 4.23770], [-3.02522, 1.91761, 4.14856], [-2.31941, 4.67727, -0.40314], [-2.44497, 6.15877, -0.63652], [-3.26739, 6.58180, -1.43667], [-1.58479, 6.91149, 0.06485], [-1.68292, 8.35178, 0.06380], [-2.58962, 4.44034, 0.62749], [-1.28845, 4.35900, -0.57693], [-2.92723, 4.11673, -1.10918], [-0.94525, 6.44407, 0.69240], [-1.19612, 8.88578, -0.75023], [-1.25937, 8.71567, 1.00240], [-2.74028, 8.59160, 0.18208], [-0.11179, 3.28422, -4.16944], [-0.96607, 3.62930, -5.40477], [-1.10483, 4.78609, -5.77875], [-1.61481, 2.59274, -5.95337], [-2.60985, 2.68089, -6.98108], [0.84918, 2.94905, -4.56654], [-0.57933, 2.47032, -3.61896], [0.04447, 4.19593, -3.59926], [-1.33018, 1.67855, -5.62716], [-3.52990, 3.09924, -6.56323], [-2.95461, 1.73597, -7.39984], [-2.34313, 3.28587, -7.84804], [5.02230, 0.55940, 0.85488], [5.38064, 0.28251, 2.29469], [6.52329, 0.00769, 2.63507], [4.41742, 0.39523, 3.24645], [3.01124, 0.61077, 3.04539], [4.83470, -0.40129, 0.37316], [5.90243, 1.01957, 0.40736], [4.21752, 1.28074, 0.71588], [4.74721, 0.35988, 4.19698], [2.78555, 1.67443, 2.88383], [2.37666, 0.50149, 3.92634], [2.56918, 0.07419, 2.20708], [1.84212, 4.93475, -0.21618], [2.96093, 4.86559, -1.21057], [3.93800, 4.16252, -0.97629], [2.86080, 5.61607, -2.31653], [3.79289, 5.69175, -3.40908], [2.30687, 5.23245, 0.72183], [1.20842, 4.04828, -0.18177], [1.08857, 5.69533, -0.44093], [1.98827, 6.09579, -2.46942], [3.89162, 6.74731, -3.67358], [3.38329, 5.27097, -4.33081], [4.76933, 5.25902, -3.21406], [-5.37642, -1.99075, 3.20595], [-5.03479, -3.36446, 2.72856], [-5.54246, -3.85427, 1.72496], [-4.08938, -3.97903, 3.48252], [-3.49745, -5.27404, 3.19290], [-4.73513, -1.25456, 2.72472], [-5.46457, -1.88507, 4.28899], [-6.39537, -1.72417, 2.92278], [-3.58101, -3.42844, 4.15427], [-4.16765, -5.86154, 2.56256], [-3.32468, -5.82331, 4.11552], [-2.63321, -5.15690, 2.53657], [-1.67282, -1.47338, -3.48588], [-0.59861, -0.81166, -4.36576], [-0.87096, -0.44812, -5.51568], [0.58060, -0.65810, -3.77443], [1.75044, -0.14321, -4.49399], [-1.74272, -2.53917, -3.70222], [-2.59304, -0.92294, -3.66907], [-1.36974, -1.39178, -2.44015], [0.64056, -1.21395, -2.92083], [1.52615, 0.36616, -5.42571], [2.32258, -1.03980, -4.74211], [2.34204, 0.48090, -3.82719]], "lowdin_charge": [-0.064, -0.427, -0.143, -0.195, -0.173, -0.444, -0.083, -0.291, -0.039, -0.014, -0.018, 0.074, 0.070, 0.023, 0.103, 0.106, 0.085, 0.092, 0.032, 0.084, 0.076, 0.065, 0.037, 0.067, 0.059, 0.063, 0.072, 0.067, 0.055, -0.051, -0.525, 0.012, 0.014, -0.081, 0.070, 0.016, 0.101, -0.027, 0.090, 0.057, 0.053, 0.004, -0.513, 0.016, 0.011, -0.065, 0.078, 0.085, 0.079, 0.133, 0.083, 0.084, 0.083, 0.012, -0.543, 0.044, 0.016, -0.100, 0.057, 0.031, 0.098, 0.138, 0.077, 0.067, 0.082, 0.012, -0.547, 0.021, 0.038, -0.052, 0.075, 0.091, 0.031, 0.094, 0.077, 0.087, 0.061, 0.005, -0.572, 0.026, 0.023, -0.064, 0.086, 0.061, 0.083, 0.118, 0.077, 0.036, 0.085, 0.001, -0.567, 0.008, 0.028, -0.069, 0.089, 0.083, 0.062, 0.077, 0.076, 0.086, 0.059, -0.011, -0.563, 0.050, 0.014, -0.072, 0.070, 0.085, 0.087, 0.126, 0.078, 0.072, 0.079, -0.002, -0.573, 0.039, 0.004, -0.074, 0.080, 0.057, 0.087, 0.069, 0.083, 0.074, 0.085, 0.011, -0.550, 0.022, 0.013, -0.082, 0.078, 0.060, 0.068, 0.093, 0.084, 0.082, 0.081, 0.009, -0.523, 0.029, 0.034, -0.099, 0.086, 0.093, 0.063, 0.137, 0.080, 0.100, 0.072, 0.005, -0.551, 0.022, 0.015, -0.067, 0.088, 0.063, 0.066, 0.133, 0.080, 0.084, 0.086, -0.014, -0.531, 0.039, 0.014, -0.061, 0.056, 0.085, 0.085, 0.122, 0.082, 0.085, 0.066, 0.007, -0.564, -0.006, 0.028, -0.036, 0.079, 0.087, 0.037, 0.092, 0.091, 0.078, 0.058]}

=====

The winner here is arrangement Q, beating the second structure by 70.6 kcal/mol.